[1]
Here is a molecular structure, C31H33BrN8OSn from the Open Molecules 2025 dataset. Energies are from ωB97M-V/def2-TZVPD.

Geometry as XYZ:
```
75
Properties=species:S:1:pos:R:3:mulliken_charge:R:1
Sn -0.2815 0.2191 -0.3697 1.721
C 2.2969 2.2850 -0.4887 -0.701
C 1.1347 3.0210 -1.1404 -1.040
N 0.3623 2.1265 -1.9982 -0.004
C 0.9922 1.7847 -3.2696 -1.252
C 0.9832 0.3021 -3.5578 0.378
C 1.2813 -0.1649 -4.8278 -1.066
C 1.4064 -1.5286 -5.0256 -0.549
C 1.2223 -2.3878 -3.9529 -1.046
C 0.8844 -1.8486 -2.7256 0.880
C 0.5602 -2.7540 -1.5578 -1.508
N 0.5869 -2.0722 -0.2568 0.141
C 1.6904 -2.3404 0.6349 -1.267
C 2.8166 -0.0836 -0.1971 -2.027
N 1.8841 0.9929 0.1376 0.361
N 0.7646 -0.5294 -2.5325 0.780
H 2.7200 2.9288 0.2855 0.378
H 3.1039 2.0941 -1.1969 0.474
H 1.5284 3.8897 -1.6791 0.450
H 0.4592 3.4006 -0.3703 0.243
H -0.5682 2.5020 -2.1508 0.180
H 2.0390 2.1024 -3.2464 0.271
H 0.5427 2.3290 -4.1038 0.583
H 1.4274 0.5308 -5.6413 0.534
H 1.6506 -1.9197 -6.0029 0.463
H 1.3242 -3.4573 -4.0704 0.528
H 1.2129 -3.6302 -1.5605 0.452
H -0.4558 -3.1298 -1.7046 0.486
H -0.2556 -2.2973 0.2747 0.316
H 2.2480 -3.2306 0.3463 0.412
H 1.3112 -2.4640 1.6420 0.513
H 2.6448 -0.4695 -1.1975 0.595
H 3.8483 0.2662 -0.1090 0.867
H 1.9682 1.0848 1.1511 0.461
C -4.4761 -1.1325 0.8980 -0.845
C -4.5074 -0.3582 2.0478 -0.664
C -3.3224 -0.0786 2.7011 -0.904
C -2.1278 -0.5995 2.2061 0.427
N -2.0971 -1.3300 1.0868 -0.119
C -3.2475 -1.5776 0.4539 -0.249
C -0.8273 -0.3469 2.9046 0.898
C -0.8436 -0.0085 4.2316 -1.231
C 0.3800 0.2522 4.8628 -1.046
C 1.5407 0.0715 4.1810 -1.989
C 1.5200 -0.3913 2.8285 1.416
N 0.3226 -0.4953 2.1832 0.620
C 2.7690 -0.7211 2.2018 0.850
C 4.0205 -0.6635 2.8707 -0.778
C 5.1940 -1.1606 2.4151 -1.393
C 5.1520 -1.8803 1.1820 -0.731
C 4.0520 -1.9687 0.4411 -0.461
N 2.7821 -1.2460 0.7931 1.249
H -5.3753 -1.3752 0.3521 0.462
H -5.4424 0.0279 2.4297 0.478
H -3.3288 0.5491 3.5781 0.363
H -3.1785 -2.1548 -0.4615 0.387
H -1.7662 0.0381 4.7847 0.522
H 0.4062 0.5743 5.8943 0.486
H 2.4718 0.2620 4.6830 0.354
H 4.0242 -0.2093 3.8483 0.377
H 6.0993 -1.1007 2.9932 0.473
H 6.0274 -2.3996 0.8123 0.442
H 3.9634 -2.4800 -0.5031 0.509
O -5.0604 5.2894 1.1539 -0.520
C -4.0848 4.4021 0.9320 0.794
C -3.0072 4.1957 1.7973 -0.685
C -2.0714 3.2472 1.4487 -0.731
N -2.1255 2.5137 0.3284 0.255
C -3.1550 2.7410 -0.4607 0.022
Br -3.2199 1.7242 -2.0748 -0.088
C -4.1661 3.6511 -0.2378 -0.672
H -4.9173 5.7702 1.9793 0.316
H -2.9048 4.7585 2.7142 0.365
H -1.2385 3.0488 2.1136 0.507
H -4.9822 3.7909 -0.9288 0.526
```

Output
Orbital gap, Eh: 0.245
Spin multiplicity: 1
Molecular weight, g mol⁻¹: 732.28
Net charge: +2


[2]
Here is 2 unconnected molecules or ions with the total composition C5H11NO2 in a non-equilibrium geometry from the Open Molecules 2025 dataset. Energies are from ωB97M-V/def2-TZVPD.

Geometry as XYZ:
```
19
Properties=species:S:1:pos:R:3:nbo_charge:R:1
O -2.8476 0.1694 -1.4805 -0.527
C -2.0928 0.7215 -0.7041 0.419
C -2.2858 0.5524 0.8114 -0.498
C -0.8453 0.7069 1.6030 -0.424
C 0.3744 0.2926 0.8996 -0.308
C 1.3758 1.2283 0.5842 0.008
N 2.5784 0.7688 0.0185 -0.806
H -1.2505 1.1721 -1.1521 0.131
H -2.5943 -0.4915 0.9892 0.221
H -2.9856 1.1764 1.3023 0.231
H -1.2148 0.0452 2.4827 0.209
H -0.8636 1.7327 2.0313 0.211
H 0.5389 -0.6914 0.5038 0.206
H 1.3849 2.2406 1.0174 0.194
H 3.0090 1.5219 -0.5052 0.359
H 2.4768 0.1113 -0.7743 0.375
H 2.4172 -4.1197 -2.4341 0.466
H 0.9672 -3.7723 -2.5213 0.468
O 1.8577 -3.3652 -2.6720 -0.933
```

Output
ΔE to the lowest compared entry with this formula, charge and spin, eV: 2.867
Orbital gap, Eh: 0.323
Spin multiplicity: 1
Molecular weight, g mol⁻¹: 117.15
SMILES string: N/C=C/CCC=O.O


[3]
Here is 2 unconnected molecules or ions with the total composition C8H12N2O in a non-equilibrium geometry from the Open Molecules 2025 dataset. Energies are from ωB97M-V/def2-TZVPD.

Geometry as XYZ:
```
23
Properties=species:S:1:pos:R:3:nbo_charge:R:1
C -1.7188 -2.5463 0.2937 -0.742
C -0.7189 -1.9707 1.3408 0.670
C 1.5496 -0.8914 1.9612 -0.441
C -0.0698 1.2709 -2.5629 0.003
C 0.9699 1.0106 -1.8169 -0.283
C 1.1272 1.8254 -0.6911 -0.187
C 0.0525 2.4822 -0.2392 -0.254
C -1.0407 2.7708 -1.0941 0.026
H -1.3855 -2.4683 -0.8303 0.239
H -2.8415 -2.3156 0.7068 0.267
H -1.6300 -3.6410 0.6607 0.256
H 0.4243 -0.7278 0.0430 0.388
H 1.0299 -1.0376 2.9788 0.254
H 2.3711 -1.6464 1.6507 0.202
H 1.9903 0.1423 1.9712 0.203
H -0.4497 0.6052 -3.4195 0.201
H 1.8330 0.2973 -1.9819 0.235
H 1.8996 1.4953 0.0435 0.221
H -0.0122 3.0212 0.8099 0.225
H -1.9616 3.5242 -1.0782 0.230
N 0.4386 -1.2374 1.0386 -0.658
N -1.0138 2.2044 -2.3126 -0.414
O -0.8434 -2.1671 2.5277 -0.640
```

Output
ΔE to the lowest compared entry with this formula, charge and spin, eV: 3.020
Orbital gap, Eh: 0.358
Spin multiplicity: 1
Molecular weight, g mol⁻¹: 152.20
SMILES string: CNC(C)=O.c1ccncc1


[4]
Here is a single C20H27N5O4 molecule from the Open Molecules 2025 dataset. Energies are from ωB97M-V/def2-TZVPD.

Geometry as XYZ:
```
56
Properties=species:S:1:pos:R:3:nbo_charge:R:1
C -2.8246 5.5629 -1.8893 -0.643
C -3.3372 4.3179 -1.2396 0.263
C -2.5218 3.3017 -0.8785 -0.376
C -3.0627 2.1146 -0.2470 0.415
N -2.5037 1.0493 0.1719 -0.523
C -1.0696 0.9006 0.0161 -0.063
C -0.3355 1.4547 1.2378 -0.407
C 1.1700 1.2243 1.1478 -0.407
C 1.5083 -0.2480 0.9559 0.277
C 0.7698 -0.7901 -0.2711 -0.451
C -0.7348 -0.5779 -0.1591 -0.387
C 3.0174 -0.4344 0.8283 -0.246
N 3.3782 -1.8450 0.8854 -0.431
C 3.8158 -2.4640 -0.2468 0.671
O 3.8768 -1.8913 -1.3247 -0.622
C 4.2761 -3.8732 -0.1525 -0.284
C 5.0373 -4.5008 0.7723 0.179
O 5.3353 -5.7359 0.3785 -0.280
N 4.7535 -5.9589 -0.8655 -0.127
C 4.1400 -4.8575 -1.1857 0.192
C 3.4098 -4.7401 -2.4781 -0.647
C 2.8969 -2.4999 2.0926 -0.245
C 1.3990 -2.2674 2.2364 -0.072
O 1.0727 -0.8963 2.1650 -0.551
N -4.4509 2.2029 -0.0794 -0.562
C -5.1948 3.2622 -0.4756 0.465
C -6.6711 3.1231 -0.1985 -0.107
O -7.3550 4.2751 -0.6129 -0.682
N -4.7093 4.3085 -1.0429 -0.510
H -1.7449 5.5356 -2.0223 0.211
H -3.3061 5.6919 -2.8595 0.232
H -3.0946 6.4285 -1.2830 0.232
H -1.4582 3.3733 -1.0463 0.222
H -0.6998 1.4249 -0.8794 0.162
H -0.5459 2.5226 1.3418 0.207
H -0.7335 0.9601 2.1264 0.220
H 1.5871 1.7820 0.3025 0.203
H 1.6661 1.5828 2.0530 0.216
H 1.1618 -0.2639 -1.1469 0.218
H 1.0055 -1.8434 -0.4342 0.212
H -1.1352 -1.1216 0.7008 0.210
H -1.2411 -0.9617 -1.0471 0.212
H 3.3823 -0.0229 -0.1091 0.249
H 3.5052 0.0757 1.6652 0.199
H 5.4505 -4.1922 1.7188 0.213
H 3.8101 -3.9099 -3.0560 0.251
H 3.5014 -5.6686 -3.0369 0.234
H 2.3537 -4.5343 -2.2998 0.226
H 3.0924 -3.5674 2.0511 0.223
H 3.4198 -2.0782 2.9570 0.196
H 0.8641 -2.8392 1.4685 0.167
H 1.0597 -2.6137 3.2129 0.199
H -4.8785 1.4024 0.3639 0.417
H -7.0245 2.2273 -0.7260 0.179
H -6.7919 2.9424 0.8778 0.178
H -8.2912 4.1502 -0.4339 0.472
```

Output
ΔE to the lowest compared entry with this formula, charge and spin, eV: 1.188
Orbital gap, Eh: 0.320
Spin multiplicity: 1
Molecular weight, g mol⁻¹: 401.47
SMILES string: Cc1c/c(=N\[C@H]2CC[C@@]3(CC2)CN(C(=O)c2conc2C)CCO3)[nH]c(CO)n1


[5]
Here is a molecular structure, C58H48Cl3IIrN3OP2S in a non-equilibrium geometry from the Open Molecules 2025 dataset. Energies are from ωB97M-V/def2-TZVPD.

Geometry as XYZ:
```
118
Properties=species:S:1:pos:R:3:mulliken_spin:R:1
Ir -0.0692 -0.1997 -0.2637 0.358
C 1.4376 1.5789 2.3402 -0.007
N 0.2410 1.9960 2.9928 -0.002
C -0.9968 1.7018 2.3496 0.005
P -1.2070 -0.1185 1.9345 -0.006
C -2.9627 -0.3786 2.2696 0.000
C -3.8759 0.6746 2.1158 0.000
C -5.2185 0.4766 2.3860 0.002
C -5.6702 -0.7771 2.7814 -0.001
C -4.7764 -1.8368 2.8913 0.001
C -3.4267 -1.6523 2.6256 -0.003
C -0.3432 -1.0150 3.2415 -0.035
C 0.8399 -1.7069 2.9528 0.006
C 1.4834 -2.4452 3.9346 0.001
C 0.9492 -2.4925 5.2170 0.001
C -0.2259 -1.8076 5.5087 -0.001
C -0.8768 -1.0748 4.5304 -0.001
C 0.3143 2.4339 4.3703 0.001
C 1.2937 1.9328 5.2133 0.000
C 1.3634 2.3560 6.5410 0.000
C 0.4715 3.2907 7.0266 0.000
C -0.5003 3.8013 6.1807 0.000
C -0.5810 3.3752 4.8587 0.000
P 1.3564 1.5260 0.5114 0.063
C 3.0985 1.2609 0.1820 -0.023
C 3.8470 2.1971 -0.5322 -0.001
C 5.2202 2.0296 -0.6344 0.000
C 5.8445 0.9370 -0.0404 -0.003
C 5.0924 -0.0220 0.6362 0.003
C 3.7198 0.1286 0.7377 0.017
C 0.9297 3.1598 -0.0669 -0.026
C 0.8264 4.2299 0.8231 0.000
C 0.5131 5.4910 0.3342 0.002
C 0.2951 5.6839 -1.0250 0.001
C 0.4002 4.6155 -1.9131 0.001
C 0.7062 3.3522 -1.4359 0.004
H 1.7230 0.5572 2.6120 0.002
H 2.2736 2.2237 2.6092 0.001
H -1.0920 2.2360 1.3938 -0.012
H -1.8145 1.9756 2.9968 0.003
H -3.5482 1.6606 1.7990 0.006
H -5.9149 1.3032 2.2943 0.000
H -6.7216 -0.9303 3.0029 0.000
H -5.1368 -2.8102 3.1921 0.000
H -2.7374 -2.4862 2.7221 0.000
H 1.2427 -1.6836 1.9480 0.013
H 2.3934 -2.9880 3.6969 0.001
H 1.4474 -3.0617 5.9940 0.000
H -0.6447 -1.8512 6.5085 0.000
H -1.7970 -0.5525 4.7737 0.000
H 1.9838 1.1681 4.8574 0.000
H 2.1173 1.9352 7.1989 0.000
H 0.5345 3.6258 8.0555 0.000
H -1.1913 4.5555 6.5426 0.000
H -1.3186 3.8236 4.1951 0.000
H 3.3718 3.0585 -0.9848 0.001
H 5.8067 2.7636 -1.1757 0.000
H 6.9225 0.8308 -0.1044 0.000
H 5.5794 -0.8784 1.0895 0.000
H 3.1351 -0.6248 1.2630 0.005
H 1.0035 4.0945 1.8855 0.001
H 0.4464 6.3275 1.0205 0.000
H 0.0449 6.6717 -1.3959 0.000
H 0.2457 4.7720 -2.9750 0.000
H 0.7997 2.5201 -2.1271 0.003
I 1.2323 -0.2529 -2.7920 0.008
C -0.4101 0.7372 -3.5871 0.024
C -0.4013 1.0526 -4.9189 0.012
C -1.4975 1.7426 -5.4581 -0.004
C -2.5359 2.1041 -4.6404 0.056
C -2.5432 1.7505 -3.2742 0.001
C -3.6511 2.0832 -2.4483 0.112
C -3.7266 1.6527 -1.1426 -0.009
C -2.6836 0.8981 -0.6070 0.016
C -1.5316 0.6262 -1.3452 0.213
C -1.4541 1.0288 -2.7205 0.026
H 0.4317 0.7811 -5.5565 -0.001
H -1.5077 1.9898 -6.5125 0.001
H -3.3781 2.6597 -5.0385 0.003
H -4.4616 2.6689 -2.8782 -0.002
H -4.5914 1.8773 -0.5305 0.011
H -2.8053 0.5123 0.3911 0.056
Cl 6.7094 -5.6326 0.9803 0.000
C 5.0350 -6.0082 0.8018 0.000
C 4.1107 -5.4602 1.6683 0.000
C 2.7612 -5.7227 1.4765 0.001
C 2.3214 -6.5338 0.4384 0.000
C 0.8382 -6.6533 0.1375 0.000
C 0.4615 -5.7788 -1.0648 0.001
N 0.7586 -4.3558 -0.7806 0.006
C 2.0173 -3.7854 -0.8844 0.006
C 1.8962 -2.5023 -0.4938 -0.008
N 0.5611 -2.2684 -0.1405 0.097
C -0.0961 -3.4215 -0.3383 0.000
O 0.0534 -6.2027 1.2017 -0.001
C -0.1956 -7.2294 2.1825 0.000
C -1.2356 -6.7338 3.1259 0.000
C -1.0168 -6.3853 4.4125 0.000
Cl 0.4499 -6.5325 5.2887 0.000
S -2.4286 -5.7743 5.1675 0.000
C -3.3366 -5.9680 3.7305 0.000
C -2.5897 -6.4787 2.7332 0.000
C 3.2784 -7.1291 -0.3732 0.000
Cl 2.8018 -8.2256 -1.6294 0.000
C 4.6298 -6.8608 -0.2110 0.000
H 4.4507 -4.8260 2.4835 0.000
H 2.0174 -5.2906 2.1438 0.000
H 0.5942 -7.6831 -0.1205 0.000
H -0.5999 -5.8839 -1.2626 0.000
H 1.0284 -6.0870 -1.9362 0.000
H 2.8815 -4.3347 -1.2464 0.000
H 2.6608 -1.7409 -0.4190 -0.004
H -1.1462 -3.6081 -0.1333 -0.001
H 0.7295 -7.4606 2.7086 0.000
H -0.5504 -8.1343 1.6851 0.000
H -4.3907 -5.7311 3.7066 0.000
H -2.9815 -6.7079 1.7447 0.000
H 5.3596 -7.3179 -0.8709 0.000
```

Output
ΔE to the lowest compared entry with this formula, charge and spin, eV: 0.000
Orbital gap (spin up / spin down), Eh: 0.165 / 0.146
Spin multiplicity: 2
Molecular weight, g mol⁻¹: 1322.54
Net charge: +3